The following is a quantum chemistry calculation of C29H21AgN4O5PS as an isolated structure, from the OMol25 dataset.

Cartesian coordinates (Å):
Ag -1.806 -0.773 0.481
O -3.479 -3.314 2.264
C -2.933 -3.564 1.206
N -1.731 -3.050 0.785
S -1.332 -3.595 -0.696
O -1.325 -2.495 -1.642
O -0.166 -4.440 -0.694
C -2.771 -4.595 -0.946
C -3.125 -5.387 -2.021
C -4.323 -6.082 -1.927
C -5.121 -5.982 -0.787
C -4.739 -5.186 0.284
C -3.546 -4.491 0.185
H -2.496 -5.458 -2.899
H -4.646 -6.711 -2.747
H -6.050 -6.535 -0.742
H -5.343 -5.094 1.176
N -1.802 0.702 -2.292
C -2.371 1.534 -1.374
O -2.465 1.181 -0.170
C -2.809 2.816 -1.818
C -3.317 3.750 -0.894
N -3.731 4.540 -0.158
C -2.556 3.220 -3.142
N -2.350 3.510 -4.244
H -1.650 -0.268 -2.050
H -1.853 0.939 -3.268
O 0.615 -0.397 0.748
P 1.537 0.770 0.764
C 1.947 1.245 2.462
C 2.607 2.429 2.783
C 2.921 2.714 4.102
C 2.571 1.820 5.106
C 1.906 0.644 4.792
C 1.594 0.355 3.470
C 3.097 0.323 -0.039
C 4.138 1.228 -0.231
C 5.314 0.817 -0.837
C 5.452 -0.501 -1.258
C 4.415 -1.402 -1.075
C 3.236 -0.993 -0.465
C 0.956 2.260 -0.053
C 0.171 3.178 0.643
C -0.372 4.269 -0.014
C -0.147 4.438 -1.373
C 0.620 3.521 -2.077
C 1.170 2.432 -1.420
H 2.857 3.141 2.006
H 3.428 3.637 4.349
H 2.811 2.046 6.138
H 1.623 -0.048 5.574
H 1.067 -0.553 3.207
H 4.027 2.261 0.078
H 6.119 1.524 -0.988
H 6.370 -0.821 -1.735
H 4.517 -2.426 -1.409
H 2.413 -1.682 -0.322
H -0.035 3.029 1.696
H -1.016 4.957 0.516
H -0.607 5.268 -1.893
H 0.759 3.637 -3.144
H 1.755 1.707 -1.972

E: -70739.3778 eV
largest force on an atom: 0.495 eV/Å
LUMO: 2.39 eV
energy relative to the best compared isomer or geometry (same formula, charge and spin): 0.0 kJ/mol
total charge: -1
Kohn-Sham gap: 7.43 eV